No. 1
Entry from OMol25: the molecule C7H8 (the ωB97M-V functional and the def2-TZVPD basis).

Calculated values
SMILES: C#CC(C)(C)C#C
Relative energy (zero: lowest compared OMol25 entry of this formula, charge and spin) in kJ/mol: 516.8
Energy in eV: -7383.3913
Total charge: 0

```
15
Properties=species:S:1:pos:R:3:forces:R:3
C -0.9221 -0.7189 -1.0731 -0.179 -0.239 0.086
C -0.0936 -0.0242 0.0142 0.684 0.367 -0.150
C -0.8963 0.2601 1.2892 -0.183 -0.228 0.112
C 1.1282 -0.7657 0.3082 0.603 -1.741 0.705
C 2.0585 -1.4773 0.5895 -0.621 0.230 -0.086
C 0.4816 1.2029 -0.5024 -1.442 3.435 -1.424
C 0.5289 2.3517 -0.9862 5.201 0.217 -0.190
H -0.3368 -0.8856 -1.9809 -0.038 0.057 0.203
H -1.7950 -0.1090 -1.3210 0.125 -0.049 0.056
H -1.2527 -1.6816 -0.6784 -0.062 0.000 -0.128
H -1.2268 -0.6975 1.6965 -0.059 0.093 0.092
H -0.2941 0.7796 2.0389 -0.037 -0.104 -0.186
H -1.7693 0.8730 1.0493 0.121 -0.074 -0.008
H 2.7980 -2.1897 0.8728 0.134 0.219 -0.089
H 1.5971 3.0756 -1.3124 -4.246 -2.184 1.008
```
Positions in Å, forces in eV/Å.

---

No. 2
Entry from OMol25: a 2-piece molecular cluster, C20H27N5O2S overall (the ωB97M-V functional and the def2-TZVPD basis).

Calculated values
Relative energy (zero: lowest compared OMol25 entry of this formula, charge and spin) in kJ/mol: 1821.7
Energy in eV: -43542.5271
Total charge: 0

```
55
Properties=species:S:1:pos:R:3:forces:R:3
C 3.5009 7.4289 4.7738 1.430 -1.385 -2.495
C 3.4420 5.9799 4.0091 2.783 1.929 3.039
H 3.4343 5.1197 4.8312 -0.339 1.804 -2.034
H 4.3901 5.8809 3.4322 -0.196 -0.050 0.666
C 2.3701 6.0348 3.0370 -4.426 -10.022 15.397
C 2.1484 4.7389 2.5822 -0.511 -3.581 0.437
N 2.1725 4.6123 1.3588 1.330 -4.549 -3.548
N 2.3323 3.1120 0.9481 -1.174 2.004 1.809
C 2.1438 2.3398 1.9811 -0.694 1.330 -0.885
N 1.9125 1.0006 1.7905 0.210 -0.246 4.549
C 1.7040 0.0828 3.0977 2.180 3.055 -8.347
O 1.7078 0.5848 4.1400 -0.527 -0.213 2.897
C 1.6350 -1.1922 2.3817 -8.920 -1.379 10.723
H 2.3504 -1.6322 1.9676 6.018 -2.425 -4.733
H 1.7390 -1.8637 3.4382 -0.561 0.852 -2.258
C 0.1457 -1.4968 1.9327 4.820 -3.250 -5.566
C 0.1801 -1.1223 0.2699 -0.305 -2.018 7.940
O 1.1894 -0.6561 -0.1205 2.210 1.171 -2.734
N -0.8426 -1.6216 -0.3412 -0.437 1.415 -1.509
C -2.1571 -2.1020 0.2153 1.563 1.181 -4.782
H -1.9463 -2.3001 1.1824 -0.480 0.195 3.377
C -2.3337 -3.3814 -0.4533 7.889 -1.640 -4.904
N -2.3619 -3.2030 -1.9657 0.122 3.712 0.930
C -1.2121 -2.4649 -2.3684 1.942 -5.364 -5.969
C -0.6543 -1.3854 -1.7251 -11.073 3.184 1.820
H 0.0333 -0.8081 -2.0714 5.031 2.513 -1.732
H -1.7304 -0.3935 -2.1048 2.321 -1.678 1.290
H -1.1376 -2.4579 -3.5024 -0.678 0.834 1.149
H -0.2862 -3.0671 -2.2681 0.183 -1.802 0.237
C -2.7387 -4.2809 -2.8875 0.904 -2.510 8.030
C -2.9371 -4.0133 -4.2319 -2.364 3.403 -2.228
C -3.7279 -2.8450 -4.5610 -3.483 0.223 2.689
C -4.2000 -2.5238 -5.7935 0.890 1.872 -0.518
C -3.6131 -3.0674 -6.9641 2.914 -3.963 9.171
C -2.7650 -4.1576 -6.6798 -3.245 4.799 9.624
C -2.4818 -4.7604 -5.2366 1.385 1.782 -6.000
H -1.6275 -5.4856 -5.2680 -1.386 0.295 0.640
H -2.5815 -4.7155 -7.3761 2.919 -6.014 -7.755
H -3.8855 -2.8971 -7.8458 -2.091 1.716 -7.226
H -4.8669 -1.6484 -5.7854 0.096 -0.614 -0.533
H -4.4496 -2.2742 -3.7158 2.761 -1.756 -1.775
H -3.6850 -4.6770 -2.1877 2.101 0.085 -2.552
H -1.8284 -4.9501 -2.8175 -1.168 -0.556 0.034
H -3.2038 -3.7565 -0.3947 -6.177 -3.531 2.028
H -1.3053 -4.1083 -0.3285 -2.970 1.386 0.539
H -2.9796 -1.5134 -0.2497 0.486 0.555 1.422
H -0.0488 -2.6305 1.8398 0.446 1.667 0.748
H -0.6867 -1.0257 2.1893 -2.985 2.370 2.583
H 2.0356 0.4719 0.9185 -0.124 0.921 0.218
S 1.9583 3.1976 3.6661 0.577 0.711 -3.444
H 1.4050 6.0579 3.8425 1.691 1.098 -2.069
H 2.3267 6.6552 2.4387 -0.402 10.865 -10.339
H 4.5012 7.3150 5.2789 -1.304 1.146 0.078
H 2.6058 7.6628 5.3417 0.240 -0.452 0.620
H 3.4847 8.2285 3.9451 0.580 -1.071 1.247
```
Positions in Å, forces in eV/Å.

---

No. 3
Entry from OMol25: an isolated ion of composition C4H8N and charge +1 (the ωB97M-V functional and the def2-TZVPD basis).

Calculated values
Multiplicity: 3
Relative energy (zero: lowest compared OMol25 entry of this formula, charge and spin) in kJ/mol: 266.4
Energy in eV: -5752.9477
Total charge: +1

```
13
Properties=species:S:1:pos:R:3:forces:R:3
C 0.1205 -1.0192 0.6409 -2.234 1.053 -1.952
C 0.5699 0.2467 1.1906 -0.276 0.713 1.798
C -0.0123 -1.9035 -0.5037 -0.179 1.066 -0.682
C -0.5204 1.6466 -0.4719 1.875 0.359 0.143
N 0.5787 0.8648 -0.0592 -0.533 -0.850 -1.175
H -0.2431 0.7738 1.8658 2.042 -1.290 -0.313
H 1.6523 0.0574 1.3756 -0.582 0.746 1.380
H 0.9607 -2.2859 -0.4502 1.946 -1.157 -1.242
H -0.2070 -1.3437 -1.5411 0.337 -1.057 2.397
H -0.6368 -2.7825 -0.3941 -0.710 0.213 0.165
H -1.4252 1.6943 0.0178 -2.049 -0.796 2.011
H -0.7355 1.4125 -1.4825 0.308 0.760 -1.372
H -0.1018 2.6388 -0.1881 0.057 0.240 -1.157
```
Positions in Å, forces in eV/Å.

---

No. 4
Entry from OMol25: C15H23BBaN6Si as an isolated structure (the ωB97M-V functional and the def2-TZVPD basis).

Calculated values
Energy in eV: -34112.4515
Total charge: 0

```
47
Properties=species:S:1:pos:R:3:forces:R:3
H -0.7274 -2.5130 -0.7595 0.129 0.101 -0.061
N 0.9196 -1.3561 -1.3940 0.161 -1.010 -0.815
B 2.9176 -0.3891 -2.5529 -1.241 -0.110 0.124
N 1.8358 -1.4999 -2.4169 -0.633 0.095 0.990
C 1.5701 -2.6115 -3.1290 -0.778 -0.074 0.750
Ba 0.9430 0.4188 0.7051 -3.542 -5.027 -8.777
H 2.1864 -2.8825 -3.9728 -0.082 -0.028 0.044
C 0.4464 -3.2267 -2.5560 0.615 0.583 -0.114
H -0.0319 -4.1292 -2.8734 -0.080 -0.215 -0.115
C 0.0807 -2.4012 -1.4721 0.985 0.256 -0.772
H 3.6592 -0.6327 -3.4548 0.209 0.027 -0.018
C 1.2076 1.8132 2.4700 -3.218 1.213 5.083
H 0.9362 2.3297 3.3938 0.364 0.178 -0.001
H 1.2993 2.5774 1.6789 -0.170 -0.363 0.351
H 2.1449 1.2632 2.6560 -0.582 0.272 -0.025
N 3.6793 -0.2694 -1.2004 -0.361 0.394 2.202
N 2.1454 0.9419 -2.8139 -0.568 0.806 0.891
N 3.0020 0.0501 0.0202 7.399 -1.250 -2.284
N 1.3566 1.5096 -1.8270 0.346 0.543 -0.980
C 4.9907 -0.4301 -0.9618 -0.911 0.257 0.386
C 2.0788 1.6771 -3.9404 -0.465 0.352 0.716
H 5.6556 -0.6890 -1.7765 -0.070 0.064 0.186
H 2.6334 1.3736 -4.8172 -0.107 0.109 0.068
C 5.2420 -0.2103 0.3944 -0.086 0.019 0.001
C 1.2371 2.7641 -3.6971 0.207 -0.326 0.044
C 4.0073 0.0923 0.9708 -0.741 -0.292 -1.855
C 0.8134 2.6220 -2.3613 0.927 -1.074 -0.610
H 6.1974 -0.2639 0.8878 -0.021 0.012 -0.001
H 0.9729 3.5411 -4.3877 -0.030 0.094 -0.098
H 3.7767 0.3504 2.0019 0.179 -0.195 -0.268
H 0.1554 3.2691 -1.7909 0.114 -0.216 -0.044
H 0.0884 0.8869 2.2496 1.664 4.400 4.721
C -5.0270 1.1019 1.3658 -0.006 0.126 -0.138
Si -4.2697 -0.2967 2.3613 0.185 -0.059 -0.036
C -4.2502 0.1770 4.1786 0.054 -0.022 0.162
C -5.2804 -1.8541 2.1134 -0.046 -0.179 0.006
C -2.5393 -0.6300 1.8443 0.837 -0.036 -0.253
C -1.3640 -0.9170 1.5458 -0.675 0.598 0.533
H -6.0653 1.2898 1.6712 0.183 -0.039 -0.042
H -5.0252 0.8633 0.2945 -0.014 0.028 0.187
H -4.4605 2.0326 1.4982 -0.099 -0.149 -0.002
H -5.2390 0.0676 4.6418 0.150 0.056 -0.077
H -3.5443 -0.4718 4.7125 -0.165 0.101 -0.051
H -3.9167 1.2135 4.3176 -0.058 -0.175 -0.036
H -5.5094 -2.0109 1.0516 0.052 0.025 0.189
H -4.7032 -2.7202 2.4605 -0.147 0.124 -0.041
H -6.2257 -1.8212 2.6701 0.137 0.004 -0.117
```
Positions in Å, forces in eV/Å.

---

> Look up the total charge of the first one.

0

---

Repeat the third record exactly.
Entry from OMol25: an isolated ion of composition C4H8N and charge +1 (the ωB97M-V functional and the def2-TZVPD basis).

Calculated values
Multiplicity: 3
Relative energy (zero: lowest compared OMol25 entry of this formula, charge and spin) in kJ/mol: 266.4
Energy in eV: -5752.9477
Total charge: +1

```
13
Properties=species:S:1:pos:R:3:forces:R:3
C 0.1205 -1.0192 0.6409 -2.234 1.053 -1.952
C 0.5699 0.2467 1.1906 -0.276 0.713 1.798
C -0.0123 -1.9035 -0.5037 -0.179 1.066 -0.682
C -0.5204 1.6466 -0.4719 1.875 0.359 0.143
N 0.5787 0.8648 -0.0592 -0.533 -0.850 -1.175
H -0.2431 0.7738 1.8658 2.042 -1.290 -0.313
H 1.6523 0.0574 1.3756 -0.582 0.746 1.380
H 0.9607 -2.2859 -0.4502 1.946 -1.157 -1.242
H -0.2070 -1.3437 -1.5411 0.337 -1.057 2.397
H -0.6368 -2.7825 -0.3941 -0.710 0.213 0.165
H -1.4252 1.6943 0.0178 -2.049 -0.796 2.011
H -0.7355 1.4125 -1.4825 0.308 0.760 -1.372
H -0.1018 2.6388 -0.1881 0.057 0.240 -1.157
```
Positions in Å, forces in eV/Å.

---

> Which of these has the lowest energy?

C20H27N5O2S

---

Repeat the first record exactly.
Entry from OMol25: the molecule C7H8 (the ωB97M-V functional and the def2-TZVPD basis).

Calculated values
SMILES: C#CC(C)(C)C#C
Relative energy (zero: lowest compared OMol25 entry of this formula, charge and spin) in kJ/mol: 516.8
Energy in eV: -7383.3913
Total charge: 0

```
15
Properties=species:S:1:pos:R:3:forces:R:3
C -0.9221 -0.7189 -1.0731 -0.179 -0.239 0.086
C -0.0936 -0.0242 0.0142 0.684 0.367 -0.150
C -0.8963 0.2601 1.2892 -0.183 -0.228 0.112
C 1.1282 -0.7657 0.3082 0.603 -1.741 0.705
C 2.0585 -1.4773 0.5895 -0.621 0.230 -0.086
C 0.4816 1.2029 -0.5024 -1.442 3.435 -1.424
C 0.5289 2.3517 -0.9862 5.201 0.217 -0.190
H -0.3368 -0.8856 -1.9809 -0.038 0.057 0.203
H -1.7950 -0.1090 -1.3210 0.125 -0.049 0.056
H -1.2527 -1.6816 -0.6784 -0.062 0.000 -0.128
H -1.2268 -0.6975 1.6965 -0.059 0.093 0.092
H -0.2941 0.7796 2.0389 -0.037 -0.104 -0.186
H -1.7693 0.8730 1.0493 0.121 -0.074 -0.008
H 2.7980 -2.1897 0.8728 0.134 0.219 -0.089
H 1.5971 3.0756 -1.3124 -4.246 -2.184 1.008
```
Positions in Å, forces in eV/Å.